1.
The following is a quantum chemistry calculation of C28H54BiOP2 as an isolated structure, from the OMol25 dataset.

Geometry as XYZ:
```
86
Properties=species:S:1:pos:R:3
Bi -0.75 1.95 -0.36
C 2.86 0.39 -0.90
C 2.70 1.67 -0.32
C 2.63 0.12 1.38
C 2.86 -0.60 0.16
C 2.53 1.49 1.09
C 3.06 0.12 -2.34
H 2.52 0.85 -2.96
H 2.71 -0.89 -2.60
H 4.13 0.18 -2.62
C 3.04 -1.98 0.05
H 3.10 -2.44 -0.93
H 1.52 -2.61 0.59
H 3.52 -2.49 0.89
C 2.57 -0.50 2.72
H 3.53 -0.40 3.25
H 2.34 -1.56 2.65
H 1.81 -0.03 3.35
C 2.30 2.57 2.09
H 3.25 3.01 2.42
H 1.79 2.17 2.99
H 1.68 3.38 1.69
C 2.77 2.95 -1.07
H 3.81 3.20 -1.32
H 2.37 3.79 -0.48
H 2.21 2.90 -2.01
C -2.41 2.21 -2.00
C -1.17 2.62 -2.62
C -0.85 4.06 -2.87
C -0.43 4.92 -1.64
C -0.58 4.27 -0.29
C -1.88 3.96 0.25
C -3.15 4.22 -0.54
C -3.49 3.20 -1.65
H -1.67 4.57 -3.40
H -1.00 5.87 -1.69
H 0.00 4.10 -3.57
H -3.77 3.77 -2.55
H -2.76 1.18 -2.15
H -0.69 1.91 -3.31
H -4.39 2.65 -1.34
H -3.99 4.22 0.18
H -1.98 4.03 1.34
H -3.13 5.23 -0.97
H 0.63 5.21 -1.76
H 0.21 4.48 0.43
P -1.10 -1.33 -2.22
C 0.08 -2.73 -2.33
H -0.34 -3.52 -2.97
H 0.27 -3.09 -1.31
H 1.04 -2.37 -2.75
C -2.66 -2.31 -2.08
H -2.66 -3.09 -2.86
H -3.51 -1.63 -2.22
H -2.72 -2.75 -1.08
C -1.21 -0.92 -4.01
H -1.92 -0.10 -4.15
H -1.54 -1.82 -4.56
H -0.22 -0.60 -4.37
P -2.04 0.55 1.99
C -1.55 1.66 3.36
H -2.43 1.93 3.96
H -1.09 2.58 2.96
H -0.82 1.15 4.00
C -3.85 0.84 1.91
H -4.06 1.86 1.57
H -4.29 0.69 2.91
H -4.30 0.12 1.20
C -1.92 -1.09 2.79
H -1.96 -0.98 3.88
H -0.96 -1.55 2.49
H -2.75 -1.73 2.46
C -1.09 -4.44 1.21
C 0.40 -4.13 1.33
C 0.82 -4.09 2.79
C 1.24 -5.14 0.54
O 0.54 -2.81 0.77
H -1.31 -5.41 1.67
H -1.40 -4.46 0.16
H -1.68 -3.66 1.73
H 0.61 -5.05 3.27
H 1.89 -3.87 2.89
H 0.26 -3.31 3.33
H 0.67 -6.06 0.38
H 1.54 -4.75 -0.44
H 2.15 -5.41 1.10
```

Summary:
**HOMO energy**: -0.359 Ha
**Electronic energy**: -2071.474645 Eh
**Net charge**: +1
**LUMO energy**: -3.2 eV



2.
The following is a quantum chemistry calculation of one molecule with the formula C3H7N5O, from the OMol25 dataset.

Geometry as XYZ:
```
16
Properties=species:S:1:pos:R:3
O 2.74 -0.43 -0.99
N 1.99 -1.00 0.12
C 0.77 -0.54 0.06
C 0.01 -0.50 1.28
N -1.49 -0.70 0.99
N -2.34 0.37 0.59
C -1.91 1.12 -0.34
N -0.57 1.30 -0.56
N 0.23 0.15 -1.03
H 3.70 -0.55 -0.78
H 0.47 -1.14 1.98
H 0.06 0.54 1.59
H -1.87 -1.06 1.93
H -2.80 1.86 -0.54
H -0.33 2.06 -1.27
H 0.88 0.47 -1.83
```

Summary:
**HOMO energy**: -0.298 Ha
**SMILES**: O/N=C1/CNN=CNN1
**Electronic energy**: -467.350377 Eh
**Net charge**: 0
**Energy relative to the best compared isomer or geometry (same formula, charge and spin)**: 520.7 kJ/mol
**LUMO energy**: 0.6 eV



Calculated values (eV/A) of max |F| for the records, taken in order: 3.7, 4.7.